Entry i
{"formula": "H20O10", "method": "the ωB97M-V functional and the def2-TZVPD basis", "smiles": "O.O.O.O.O.O.O.O.O.O", "multiplicity": 1, "lumo_energy_ha": -0.0123, "orbital_gap_ev": 9.40, "elements": ["O", "H", "H", "O", "H", "H", "O", "H", "H", "O", "H", "H", "O", "H", "H", "O", "H", "H", "O", "H", "H", "O", "H", "H", "O", "H", "H", "O", "H", "H"], "coordinates": [[-0.4879, 0.4840, -0.3428], [0.1308, -0.0290, 0.1892], [-0.2234, 1.3987, -0.1931], [2.0074, -2.5767, 1.6646], [2.6322, -2.0155, 2.1376], [2.5074, -2.8957, 0.9048], [-3.8795, -1.1102, -0.6622], [-4.8354, -1.2243, -0.7110], [-3.7667, -0.1954, -0.3805], [-2.3075, 1.7490, -1.2002], [-2.8496, 2.1428, -1.8930], [-1.7707, 1.0969, -1.6646], [-4.8651, 1.0435, 0.5223], [-4.7606, 1.9107, 0.9298], [-4.9342, 0.4396, 1.2703], [2.2926, 2.8060, 3.1165], [1.9199, 3.3680, 2.4278], [2.6143, 2.0327, 2.6395], [2.0548, 1.4207, -2.8276], [2.5855, 2.0506, -2.3271], [2.6962, 0.9620, -3.3819], [3.8852, -2.8553, -0.0488], [3.2186, -2.8352, -0.7447], [4.6976, -2.5903, -0.4946], [3.7192, 2.2815, -0.9805], [3.9999, 1.4188, -1.3059], [4.4259, 2.5475, -0.3814], [-2.8302, -3.2832, 0.8350], [-2.8011, -3.2967, 1.7983], [-2.1988, -3.9621, 0.5718]]}



Entry ii
{"formula": "H20O10", "method": "the ωB97M-V functional and the def2-TZVPD basis", "smiles": "O.O.O.O.O.O.O.O.O.O", "multiplicity": 1, "lumo_energy_ha": -0.0272, "orbital_gap_ev": 9.71, "elements": ["O", "H", "H", "O", "H", "H", "O", "H", "H", "O", "H", "H", "O", "H", "H", "O", "H", "H", "O", "H", "H", "O", "H", "H", "O", "H", "H", "O", "H", "H"], "coordinates": [[-2.1680, 2.0091, 0.2972], [-1.4820, 1.3671, 0.3142], [-2.1830, 2.2431, 1.2052], [-2.0650, -2.4599, 0.9062], [-1.3570, -1.8289, 1.0392], [-2.3520, -2.1069, 0.0572], [-0.9110, -0.8719, -2.9138], [-1.6580, -1.1539, -2.3888], [-0.1890, -0.8969, -2.3388], [-0.1270, -3.0469, -1.0538], [-0.5980, -3.0579, -0.2378], [0.6300, -3.5929, -0.9408], [0.8850, 2.2661, 1.8812], [0.6730, 2.7471, 1.0822], [1.8080, 2.1171, 1.7912], [-0.1870, 1.7971, -2.1108], [0.7040, 1.7201, -2.6218], [-0.4870, 0.9051, -1.9888], [-1.7050, 2.6981, 2.9202], [-0.7910, 2.3951, 2.9132], [-1.6210, 3.6231, 3.0582], [2.9300, -1.9689, 0.4652], [3.7460, -1.8859, -0.0818], [2.2840, -1.3769, 0.0442], [1.5790, -0.5749, -1.1988], [2.1280, 0.2281, -1.1948], [2.0330, -1.0929, -1.8388], [-0.1770, -0.2129, 1.0082], [0.5550, -0.4809, 0.4092], [0.1020, 0.4931, 1.5182]]}



Verdict on stability: entry ii comes out on top.



Entry i
{"formula": "H20O10", "method": "the ωB97M-V functional and the def2-TZVPD basis", "smiles": "O.O.O.O.O.O.O.O.O.O", "multiplicity": 1, "lumo_energy_ha": 0.0001, "orbital_gap_ev": 10.44, "elements": ["O", "H", "H", "O", "H", "H", "O", "H", "H", "O", "H", "H", "O", "H", "H", "O", "H", "H", "O", "H", "H", "O", "H", "H", "O", "H", "H", "O", "H", "H"], "coordinates": [[4.5106, -0.3135, -0.7016], [3.8354, -0.4441, 0.0213], [4.3404, 0.5354, -1.0960], [2.2886, -1.8833, 0.6941], [1.6914, -2.6099, 0.9301], [2.1999, -1.7234, -0.2296], [0.9858, 2.9517, 0.5826], [0.8699, 2.5735, 1.4286], [0.3605, 3.6275, 0.3822], [0.1325, 1.1298, -1.6970], [-0.1723, 1.6299, -2.4681], [0.4336, 1.6308, -0.9414], [-3.6448, -0.3098, 1.4057], [-4.4462, -0.0634, 1.8810], [-3.1964, 0.4734, 1.1083], [-2.2139, -3.0119, 0.9881], [-2.8516, -3.6848, 1.0764], [-2.6070, -2.1645, 1.1846], [0.4381, 0.2065, 1.0230], [-0.4066, -0.1977, 0.8024], [1.0717, -0.4811, 0.8880], [-1.9589, 1.8411, 0.6349], [-1.0574, 1.6816, 0.9638], [-2.3984, 2.4381, 1.2462], [1.9356, -0.9157, -2.1185], [1.3989, -0.0987, -2.0564], [2.7642, -0.7231, -2.5414], [-1.4488, -0.9686, -0.8372], [-0.7132, -0.4659, -1.1241], [-2.1418, -0.6601, -1.4299]]}



Entry ii
{"formula": "H20O10", "method": "the ωB97M-V functional and the def2-TZVPD basis", "smiles": "O.O.O.O.O.O.O.O.O.O", "multiplicity": 1, "lumo_energy_ha": -0.0093, "orbital_gap_ev": 10.08, "elements": ["O", "H", "H", "O", "H", "H", "O", "H", "H", "O", "H", "H", "O", "H", "H", "O", "H", "H", "O", "H", "H", "O", "H", "H", "O", "H", "H", "O", "H", "H"], "coordinates": [[1.1676, 1.8455, 0.9698], [1.3746, 2.5865, 0.3788], [0.4256, 2.1285, 1.5278], [-3.2764, 1.2745, 0.6008], [-3.6804, 0.3895, 0.5918], [-2.5424, 1.0255, 0.0898], [-1.4384, -2.8895, 0.1298], [-1.1464, -2.5415, 0.9898], [-0.7554, -2.5375, -0.4802], [2.5496, -0.5385, 0.1808], [2.0756, -1.3965, 0.1838], [2.1196, 0.0365, 0.7928], [0.3416, -1.7925, -1.7312], [0.1846, -0.9365, -1.2712], [1.2826, -1.8745, -1.8402], [2.0456, 3.4535, -1.1042], [2.0596, 2.6175, -1.5332], [2.9236, 3.7555, -1.3052], [-0.5804, -1.0845, 1.8308], [-1.1934, -0.6415, 2.4238], [0.2446, -0.8545, 2.1568], [2.4876, 0.8675, -2.0002], [2.3936, 0.2995, -1.2522], [3.3976, 0.8655, -2.1762], [-3.6154, -1.4655, 0.8718], [-4.3564, -2.0285, 1.0558], [-2.9124, -1.9175, 0.3008], [-0.7454, 0.3575, -0.4372], [-0.7574, -0.0405, 0.4598], [-0.0724, 1.0365, -0.4042]]}



Entry iii
{"formula": "H20O10", "method": "the ωB97M-V functional and the def2-TZVPD basis", "smiles": "O.O.O.O.O.O.O.O.O.O", "multiplicity": 1, "lumo_energy_ha": -0.0301, "orbital_gap_ev": 9.13, "elements": ["O", "H", "H", "O", "H", "H", "O", "H", "H", "O", "H", "H", "O", "H", "H", "O", "H", "H", "O", "H", "H", "O", "H", "H", "O", "H", "H", "O", "H", "H"], "coordinates": [[22.1960, 6.8283, -1.9943], [22.0527, 6.7786, -1.0422], [22.0941, 5.9230, -2.3112], [21.2589, 5.3526, -7.1136], [21.9440, 5.4522, -6.4465], [21.3972, 4.4763, -7.4844], [25.3077, 8.3570, -5.6175], [25.1110, 8.3094, -4.6754], [25.5088, 7.4533, -5.8747], [19.5208, 6.4816, -3.5827], [19.8423, 6.7486, -2.7148], [18.9165, 5.7508, -3.4188], [19.4411, 7.7330, -7.5508], [19.3370, 8.4987, -6.9791], [20.2785, 7.3338, -7.2885], [21.5474, 8.1514, -5.3654], [22.2736, 7.8343, -4.8173], [20.8054, 7.5684, -5.1525], [17.1347, 6.7312, -5.5376], [16.6666, 6.2547, -4.8462], [17.8163, 7.2319, -5.0781], [23.4195, 10.0745, -3.3255], [24.0865, 9.4654, -2.9789], [22.5863, 9.6009, -3.2360], [24.8928, 7.6176, -2.6550], [25.5969, 7.4500, -2.0209], [24.0788, 7.3004, -2.2279], [22.4081, 10.8574, -6.0940], [23.0335, 11.2238, -5.4613], [22.1722, 10.0104, -5.6989]]}



Verdict on stability: entry ii comes out on top.



Entry i
{"formula": "H20O10", "method": "the ωB97M-V functional and the def2-TZVPD basis", "smiles": "O.O.O.O.O.O.O.O.O.O", "multiplicity": 1, "lumo_energy_ha": -0.0026, "orbital_gap_ev": 9.24, "elements": ["O", "H", "H", "O", "H", "H", "O", "H", "H", "O", "H", "H", "O", "H", "H", "O", "H", "H", "O", "H", "H", "O", "H", "H", "O", "H", "H", "O", "H", "H"], "coordinates": [[0.6275, -0.3897, -0.3083], [1.5866, -0.2962, -0.3285], [0.3068, 0.5101, -0.1800], [-1.9667, -1.5083, -1.9574], [-2.4287, -1.0187, -2.6472], [-1.7604, -2.3551, -2.3689], [5.1058, 2.8916, 0.0393], [6.0592, 2.8252, 0.1645], [4.7470, 2.1903, 0.5946], [-3.7974, -1.2428, 0.2861], [-3.5179, -0.4865, -0.2420], [-4.5012, -0.8923, 0.8437], [4.7669, -2.8531, -1.0775], [4.7822, -3.6626, -0.5546], [3.9170, -2.4519, -0.8637], [-1.0748, -3.5545, 2.6574], [-0.4013, -2.8908, 2.4704], [-1.9051, -3.0681, 2.6018], [-3.4509, 1.8046, -1.9638], [-2.8750, 1.0366, -2.0506], [-3.4196, 2.2205, -2.8327], [-2.5662, 2.9901, 1.3545], [-3.1662, 3.2670, 2.0561], [-2.5502, 2.0290, 1.4253], [1.1706, 3.9075, 0.6388], [0.5659, 4.3345, 1.2560], [1.6653, 3.2874, 1.1863], [1.1368, -2.0420, 0.1776], [1.3462, -2.4210, 1.0387], [1.9359, -2.1847, -0.3421]]}



Entry ii
{"formula": "H20O10", "method": "the ωB97M-V functional and the def2-TZVPD basis", "smiles": "O.O.O.O.O.O.O.O.O.O", "multiplicity": 1, "lumo_energy_ha": -0.0068, "orbital_gap_ev": 10.22, "elements": ["O", "H", "H", "O", "H", "H", "O", "H", "H", "O", "H", "H", "O", "H", "H", "O", "H", "H", "O", "H", "H", "O", "H", "H", "O", "H", "H", "O", "H", "H"], "coordinates": [[-20.9520, -43.5539, 10.1063], [-20.5679, -43.9503, 9.3411], [-20.4542, -42.9158, 10.7066], [-14.8799, -44.9688, 13.7067], [-14.2756, -44.6589, 14.3888], [-15.4694, -44.9965, 14.3469], [-21.4491, -45.8051, 14.0650], [-21.8173, -45.8711, 13.2647], [-21.6111, -44.8702, 14.2285], [-20.1541, -41.5987, 11.8604], [-20.0786, -42.2358, 12.6466], [-19.4199, -41.0700, 11.7384], [-16.5626, -43.0199, 12.4113], [-17.2558, -43.6179, 12.0189], [-16.3698, -43.4682, 13.2647], [-22.5455, -45.3054, 11.5548], [-22.9514, -45.9623, 10.9058], [-21.7895, -44.8146, 11.0943], [-18.6994, -44.9389, 12.8062], [-18.2231, -45.3026, 13.5259], [-19.6889, -44.6943, 12.9956], [-20.7172, -43.0440, 14.2654], [-20.4042, -42.7936, 15.2284], [-21.6853, -42.5264, 14.1697], [-19.6890, -47.2556, 11.4336], [-19.2893, -46.4942, 11.8126], [-19.4234, -47.5996, 10.6846], [-17.3187, -46.1716, 14.9182], [-17.0702, -46.9867, 14.6210], [-17.6742, -46.2190, 15.7811]]}



Verdict on stability: entry ii comes out on top.



Entry i
{"formula": "C5H8N3O", "method": "the ωB97M-V functional and the def2-TZVPD basis", "smiles": "C=N[C@H]([NH3+])c1cnoc1", "multiplicity": 1, "total_charge": 1, "lumo_energy_ha": -0.1459, "orbital_gap_ev": 10.38, "elements": ["C", "N", "C", "N", "C", "C", "N", "O", "C", "H", "H", "H", "H", "H", "H", "H", "H"], "coordinates": [[0.8339, 1.9257, 0.9686], [-0.1294, 1.1156, 1.3245], [-0.7154, 0.3698, 0.2965], [-1.5680, -0.5851, 1.0999], [0.1831, -0.3903, -0.6149], [1.6271, -0.6604, -0.5338], [1.9759, -1.1926, -1.6583], [0.8841, -1.4264, -2.4092], [-0.2096, -0.9306, -1.8059], [1.3409, 2.2582, 1.8675], [1.2043, 2.0193, 0.0063], [-1.3612, 1.2357, -0.3350], [-2.5721, -0.5422, 1.1029], [-1.3549, -1.4878, 0.7070], [-1.3191, -0.3479, 2.0753], [2.3564, -0.3729, 0.2869], [-1.1760, -0.9879, -2.3783]]}



Entry ii
{"formula": "C5H8N3O", "method": "the ωB97M-V functional and the def2-TZVPD basis", "multiplicity": 1, "total_charge": 1, "lumo_energy_ha": -0.1247, "orbital_gap_ev": 9.85, "elements": ["C", "C", "C", "C", "C", "N", "N", "N", "O", "H", "H", "H", "H", "H", "H", "H", "H"], "coordinates": [[2.4878, 0.3594, -0.5848], [2.0326, -0.9277, -0.0542], [1.4929, 1.2120, -0.6502], [0.6964, -0.5425, 0.4803], [-2.7929, 0.1302, 0.1005], [0.4311, 0.6749, 0.0464], [-2.5277, -0.6040, 1.0412], [-2.8720, 0.8112, -0.8822], [-0.1382, -1.2809, 1.0666], [3.4108, 0.4378, -1.1749], [1.8503, -1.5873, -0.9209], [1.3994, 2.1165, -1.1264], [-0.2755, 1.2915, 0.4907], [-2.8459, -0.7177, 1.9692], [-3.6506, 1.2059, -1.4319], [2.6118, -1.5376, 0.6162], [-1.3104, -1.0419, 1.0145]]}



Entry iii
{"formula": "C5H8N3O", "method": "the ωB97M-V functional and the def2-TZVPD basis", "smiles": "[NH2+]=C1C[C@H](C=O)N=CN1", "multiplicity": 1, "total_charge": 1, "lumo_energy_ha": -0.1671, "orbital_gap_ev": 9.50, "elements": ["N", "C", "C", "C", "C", "O", "N", "C", "N", "H", "H", "H", "H", "H", "H", "H", "H"], "coordinates": [[-1.5388, 1.2285, -0.5616], [-0.8925, 0.1187, -0.2356], [-0.0829, 0.2339, 0.9996], [1.3258, -0.2927, 0.7753], [2.3793, 0.5636, -0.0225], [2.0774, 1.4856, -0.7691], [1.2582, -1.5721, -0.0002], [0.3361, -1.8258, -0.7589], [-0.7864, -0.9990, -0.9704], [-1.7955, 1.4759, -1.4183], [-1.3174, 1.9369, 0.0535], [-0.7021, -0.2205, 1.8450], [0.1072, 1.3469, 1.2538], [1.8109, -0.7709, 1.6828], [3.4027, 0.2407, 0.1860], [0.2632, -2.7631, -1.2257], [-1.2708, -0.9375, -1.8883]]}



Verdict on stability: entry iii comes out on top.